(1)
{
  "formula": "C4H12N3",
  "method": "wB97M-V/def2-TZVPD",
  "symbols": ["C", "C", "N", "N", "H", "H", "H", "H", "H", "H", "H", "C", "C", "N", "H", "H", "H", "H", "H"],
  "coordinates": [[-1.35980, -0.17074, 1.24914], [-0.74556, 0.96692, 0.90136], [-1.26631, 2.21826, 1.24040], [-0.85768, -1.47146, 0.88012], [-2.29721, -0.17584, 1.80074], [0.08923, 0.99182, 0.18553], [-1.10570, 2.86437, 0.47127], [-2.26522, 2.22100, 1.43539], [-1.47229, -1.96965, 0.22982], [-0.67313, -2.04393, 1.70107], [0.15565, -1.33165, 0.32654], [1.41192, 0.73664, -1.92292], [1.14912, -0.55956, -1.59992], [1.42696, -1.10637, -0.33306], [1.78195, 1.44437, -1.14362], [1.22535, 1.17396, -2.89934], [0.93457, -1.32680, -2.34353], [1.98395, -0.44978, 0.21954], [1.88421, -2.01156, -0.39855]],
  "forces_ev_per_a": [[-0.3526, 0.5961, 0.2624], [-1.0591, 0.1108, -0.4898], [0.2231, -0.2560, -0.9445], [0.7282, -0.0950, -0.6039], [0.2630, 0.0201, 0.0050], [-0.2805, -0.0254, 0.7686], [0.1118, 0.1525, 0.4384], [0.3119, -0.1249, 0.2575], [-0.0563, 0.0212, 0.3829], [-0.1960, -0.2132, -0.0510], [-0.4845, -0.1749, 0.5301], [-0.4918, -1.0436, 1.1563], [1.4216, 1.7616, -1.9138], [0.3024, 0.1651, 0.6794], [-0.2082, -0.6521, -0.6703], [-0.0212, -0.3669, 0.1361], [-0.4201, 0.4163, 0.0324], [0.0040, -0.4675, -0.0204], [0.2046, 0.1759, 0.0447]],
  "mulliken_charge": [-0.417, 0.367, -0.538, -0.274, 0.355, -0.254, 0.279, 0.262, 0.375, 0.392, 0.295, -0.836, 0.115, -0.592, 0.260, 0.271, 0.348, 0.280, 0.312],
  "e_lumo_ha": -0.110,
  "relative_energy_kj_mol": 230.56,
  "homo_ev": -12.75,
  "charge": 1,
  "mol_weight_g_mol": 102.16
}

***

(2)
{
  "formula": "C55H59N3O2P2S2TeW",
  "method": "wB97M-V/def2-TZVPD",
  "symbols": ["W", "S", "P", "C", "P", "S", "C", "C", "C", "C", "C", "C", "C", "C", "C", "C", "C", "C", "C", "C", "C", "C", "C", "C", "C", "C", "C", "C", "C", "C", "H", "H", "H", "H", "H", "H", "H", "H", "H", "H", "H", "H", "H", "H", "H", "H", "H", "H", "H", "H", "C", "C", "N", "C", "C", "C", "O", "C", "C", "C", "C", "N", "C", "H", "H", "H", "H", "H", "H", "H", "H", "H", "H", "H", "H", "H", "H", "C", "C", "O", "N", "Te", "C", "C", "C", "C", "C", "C", "C", "C", "C", "C", "C", "C", "C", "C", "C", "C", "C", "C", "H", "H", "H", "H", "H", "H", "H", "H", "H", "H", "H", "H", "H", "H", "H", "H", "H", "H", "H", "H", "H", "H", "H", "H", "H"],
  "coordinates": [[-0.83788, 1.84618, 0.30523], [-1.83719, -0.28663, 0.41805], [-1.96493, 0.24807, 2.44194], [-1.29632, 1.82194, 2.28107], [-1.77025, 3.43072, 2.75075], [-1.78041, 4.09729, 0.82922], [-3.34572, 3.56335, 3.56759], [-3.56072, 2.84520, 4.74734], [-4.76836, 2.96342, 5.41038], [-5.75700, 3.80164, 4.90289], [-5.54381, 4.51441, 3.73228], [-4.33756, 4.39528, 3.05703], [-0.51443, 4.28214, 3.70526], [0.70048, 4.59581, 3.08808], [1.68939, 5.25043, 3.79942], [1.47091, 5.60296, 5.12823], [0.26081, 5.30936, 5.73793], [-0.73641, 4.65360, 5.02965], [-0.94261, -0.89003, 3.35823], [-1.04369, -2.26311, 3.13737], [-0.28390, -3.13142, 3.90191], [0.56748, -2.63371, 4.88381], [0.66503, -1.26650, 5.10567], [-0.09044, -0.38971, 4.34095], [-3.66249, 0.12622, 2.94706], [-3.99128, -0.57119, 4.10880], [-5.31437, -0.61426, 4.52272], [-6.29236, 0.03705, 3.78488], [-5.96063, 0.73455, 2.62572], [-4.64683, 0.77883, 2.20065], [-2.79035, 2.19604, 5.15172], [-4.94022, 2.41214, 6.32498], [-6.69755, 3.90137, 5.42830], [-6.31356, 5.16752, 3.34467], [-4.17735, 4.94855, 2.13996], [0.85824, 4.37607, 2.03767], [2.61957, 5.51381, 3.31398], [2.23989, 6.12776, 5.67898], [0.08299, 5.60521, 6.76269], [-1.68426, 4.45751, 5.51213], [-1.71101, -2.65239, 2.37547], [-0.35779, -4.19920, 3.74528], [1.15181, -3.31823, 5.48407], [1.31868, -0.88645, 5.87908], [-0.02889, 0.67884, 4.51991], [-3.22957, -1.07907, 4.68694], [-5.58040, -1.15885, 5.41839], [-7.32395, -0.00190, 4.10910], [-6.73064, 1.23493, 2.05450], [-4.38940, 1.31870, 1.29519], [4.92075, -2.76874, -1.11336], [5.31067, -1.40827, -0.55079], [5.17103, -0.31745, -1.51805], [6.09981, -0.29334, -2.66099], [5.57412, -0.99034, -3.90803], [4.18148, 0.59280, -1.52545], [3.90810, 1.30766, -2.47874], [3.39383, 0.84705, -0.25238], [3.97539, 1.03348, 0.99836], [3.17675, 1.40115, 2.06901], [1.82466, 1.56608, 1.87584], [1.25494, 1.44326, 0.65186], [2.05111, 1.11630, -0.39021], [4.86286, -3.49925, -0.30631], [5.65136, -3.13460, -1.83218], [3.95037, -2.71853, -1.61056], [6.34993, -1.42750, -0.21718], [4.69960, -1.19279, 0.32222], [7.03015, -0.74484, -2.31563], [6.30168, 0.75246, -2.88680], [5.47490, -2.06618, -3.77247], [6.26220, -0.82210, -4.73693], [4.60500, -0.57744, -4.18381], [5.04211, 0.90014, 1.12795], [3.59525, 1.56167, 3.05238], [1.16220, 1.82408, 2.68445], [1.60026, 1.10275, -1.37357], [-1.01783, 3.53869, -3.17728], [-0.92856, 2.91799, -1.83492], [0.14632, 3.06961, -1.10318], [-1.86582, 2.17291, -1.26079], [-0.25026, -0.69844, -3.12187], [1.01482, -1.32450, -4.60729], [1.81757, -0.30073, -5.20241], [1.76287, 1.15697, -4.82097], [2.69095, -0.64882, -6.20930], [2.81574, -1.96333, -6.65657], [3.75783, -2.32560, -7.75450], [2.00152, -2.94730, -6.07219], [1.09516, -2.66843, -5.07728], [0.23160, -3.79665, -4.58112], [-1.17317, -2.35705, -2.22476], [-2.49439, -2.65620, -2.55524], [-3.27131, -1.99260, -3.65994], [-3.12012, -3.67420, -1.83429], [-2.47116, -4.37484, -0.83040], [-3.15381, -5.49246, -0.09724], [-1.14942, -4.03318, -0.52677], [-0.48264, -3.02987, -1.20335], [0.93604, -2.68462, -0.84214], [-0.44766, 2.94940, -3.89928], [-0.57382, 4.53320, -3.14253], [-2.05468, 3.58400, -3.49909], [1.17628, 1.35844, -3.92593], [1.33821, 1.73874, -5.64124], [2.76682, 1.52744, -4.62098], [3.30335, 0.12302, -6.66081], [4.52902, -1.57071, -7.89248], [3.20290, -2.41265, -8.69321], [4.22481, -3.29253, -7.57015], [2.07427, -3.96445, -6.43772], [0.37422, -4.66497, -5.21968], [-0.82768, -3.54273, -4.59919], [0.47881, -4.09108, -3.56005], [-2.79600, -1.09996, -4.06879], [-4.26042, -1.70077, -3.30778], [-3.41402, -2.68723, -4.49032], [-4.14394, -3.93005, -2.08228], [-4.21300, -5.54131, -0.33993], [-3.05278, -5.37587, 0.98260], [-2.70298, -6.45040, -0.36160], [-0.62470, -4.57800, 0.25110], [1.33098, -3.38925, -0.11145], [1.00262, -1.68176, -0.40464], [1.59618, -2.70966, -1.71252]],
  "forces_ev_per_a": [[-0.0573, 0.5720, -0.0157], [0.2816, -0.0263, 0.1850], [0.0962, -0.2768, 0.0362], [-0.2393, -0.0929, -0.2236], [-0.0572, 0.0635, 0.2558], [0.2595, -0.0706, -0.0642], [-0.0060, -0.0080, 0.0253], [0.0162, -0.0430, 0.0122], [-0.0247, 0.0284, -0.0191], [0.0137, -0.0080, -0.0050], [0.0027, -0.0119, 0.0131], [-0.0093, 0.0289, -0.0361], [0.0309, -0.0224, -0.0202], [0.0549, 0.0129, -0.0203], [-0.0236, -0.0036, 0.0251], [-0.0223, -0.0202, -0.0183], [0.0503, 0.0154, -0.0047], [-0.0499, -0.0229, 0.0652], [-0.0043, 0.1336, 0.1369], [-0.0208, -0.0392, -0.0479], [0.0303, 0.0013, 0.0330], [-0.0097, 0.0227, -0.0095], [-0.0098, -0.0355, -0.0047], [-0.0055, 0.0189, 0.0295], [-0.0264, -0.0494, 0.0176], [0.0044, -0.0447, 0.0132], [-0.0268, 0.0200, -0.0162], [0.0262, -0.0008, -0.0060], [-0.0077, -0.0180, 0.0244], [-0.0013, 0.0641, -0.0177], [0.0030, 0.0082, -0.0050], [0.0056, -0.0025, 0.0005], [-0.0001, -0.0021, 0.0018], [-0.0019, 0.0007, -0.0001], [0.0040, 0.0006, 0.0027], [-0.0186, -0.0058, 0.0065], [0.0002, 0.0018, -0.0003], [-0.0030, 0.0010, 0.0058], [-0.0031, -0.0014, -0.0003], [-0.0071, -0.0085, -0.0231], [-0.0025, 0.0095, -0.0026], [-0.0091, 0.0022, -0.0115], [0.0016, -0.0016, -0.0003], [0.0009, -0.0005, 0.0003], [-0.0006, 0.0024, -0.0094], [0.0047, 0.0067, -0.0115], [0.0020, -0.0022, 0.0016], [-0.0014, 0.0009, 0.0016], [0.0015, 0.0027, -0.0020], [0.0094, -0.0050, 0.0058], [0.0143, -0.0264, -0.0216], [0.0487, 0.0644, 0.0092], [-0.0054, 0.0660, -0.0060], [-0.0447, -0.0520, -0.0335], [0.0036, 0.0074, -0.0181], [0.0466, -0.0473, 0.1737], [-0.0645, 0.0044, -0.0962], [0.1309, -0.0276, 0.0094], [-0.0269, -0.0886, -0.0537], [0.0111, -0.0182, 0.0023], [-0.0575, 0.0055, 0.0028], [0.1908, -0.0841, -0.0464], [-0.2246, 0.0408, 0.0215], [0.0148, 0.0016, 0.0009], [0.0047, 0.0115, -0.0062], [-0.0085, -0.0050, 0.0237], [-0.0064, 0.0065, 0.0409], [-0.0460, -0.0153, -0.0308], [-0.0033, -0.0223, -0.0180], [-0.0020, 0.0066, 0.0089], [-0.0154, 0.0019, 0.0112], [0.0134, 0.0041, 0.0133], [-0.0070, 0.0018, -0.0105], [-0.0004, 0.0252, 0.0071], [-0.0167, -0.0024, 0.0078], [0.0132, 0.0037, 0.0268], [0.0347, -0.0034, 0.0082], [-0.0076, -0.0546, 0.0183], [0.1522, -0.1904, -0.3692], [-0.0915, 0.0630, 0.2601], [-0.3341, 0.1669, -0.1100], [0.0014, 0.0782, -0.1167], [0.0589, -0.0359, -0.0692], [-0.1411, 0.1136, 0.1327], [-0.0173, -0.0998, -0.0133], [0.0594, -0.0697, -0.0359], [-0.0552, -0.0455, 0.0541], [-0.0099, 0.0284, -0.0027], [0.0447, 0.0484, -0.0666], [-0.0447, -0.1795, -0.0298], [0.0293, 0.0258, 0.0126], [-0.0241, -0.0054, -0.0067], [-0.0004, 0.0287, 0.0100], [-0.0334, -0.0163, -0.0105], [0.0181, 0.0029, 0.0084], [0.0070, 0.0100, 0.0061], [-0.0029, 0.0034, 0.0064], [-0.0121, -0.0368, 0.0231], [0.0108, 0.0956, -0.0877], [0.0403, -0.0313, 0.0499], [0.0227, -0.0018, 0.0174], [0.0054, -0.0020, -0.0139], [-0.0003, -0.0030, 0.0022], [0.0460, 0.0382, 0.0140], [-0.0124, -0.0136, -0.0067], [0.0026, 0.0099, 0.0022], [-0.0027, 0.0097, 0.0104], [-0.0037, -0.0020, -0.0037], [0.0076, 0.0006, -0.0037], [0.0027, -0.0008, 0.0016], [0.0109, 0.0010, -0.0023], [0.0002, -0.0161, 0.0148], [0.0127, 0.0277, -0.0339], [0.0140, 0.0238, -0.0007], [0.0402, 0.0070, 0.0359], [-0.0075, -0.0217, -0.0145], [-0.0060, -0.0021, 0.0056], [-0.0009, 0.0022, -0.0027], [-0.0006, -0.0026, 0.0007], [0.0054, 0.0002, 0.0007], [-0.0010, -0.0006, -0.0027], [-0.0106, -0.0096, -0.0006], [-0.0035, 0.0093, 0.0050], [-0.0107, 0.0009, 0.0121], [-0.0058, -0.0073, -0.0315]],
  "lowdin_spin": [0.001, 0.002, 0.000, 0.001, 0.000, 0.000, 0.000, 0.000, 0.000, 0.000, 0.000, 0.000, 0.000, 0.000, 0.000, 0.000, 0.000, 0.000, 0.000, 0.000, 0.000, 0.000, 0.000, 0.000, 0.000, 0.000, 0.000, 0.000, 0.000, 0.000, 0.000, 0.000, 0.000, 0.000, 0.000, 0.000, 0.000, 0.000, 0.000, 0.000, 0.000, 0.000, 0.000, 0.000, 0.000, 0.000, 0.000, 0.000, 0.000, 0.000, 0.000, 0.000, 0.000, 0.000, 0.000, 0.000, 0.000, 0.001, 0.000, 0.000, 0.000, 0.000, 0.007, 0.000, 0.000, 0.000, 0.000, 0.000, 0.000, 0.000, 0.000, 0.000, 0.000, 0.000, 0.000, 0.000, 0.009, 0.001, 0.000, 0.000, -0.001, 0.451, 0.119, 0.065, 0.004, 0.004, 0.109, 0.022, 0.013, 0.047, 0.003, 0.033, 0.006, 0.022, 0.000, 0.001, 0.000, 0.001, 0.008, 0.017, 0.001, 0.000, 0.000, 0.001, 0.002, 0.001, -0.001, 0.001, 0.010, 0.004, -0.001, 0.000, 0.001, 0.002, 0.019, 0.000, 0.001, 0.000, 0.000, 0.000, 0.000, 0.000, 0.001, 0.006, 0.002],
  "e_lumo_ha": [-0.331, -0.357],
  "relative_energy_kj_mol": 0.00,
  "multiplicity": 2,
  "homo_ev": [-15.32, -15.55],
  "charge": 3,
  "mol_weight_g_mol": 1231.62
}

***

| no. | energy (eV) |
| --- | --- |
| 1 | -8805.3446 |
| 2 | -115903.4647 |